Density functional theory data (ωB97M-V/def2-TZVPD) for 7 unconnected molecules or ions with the total composition C47H44NO27P2 at a distorted geometry.

Geometry as XYZ:
```
121
Properties=species:S:1:pos:R:3:forces:R:3:mulliken_charge:R:1
C 1.412940 0.292547 3.664846 0.10 -0.04 -0.53 -0.974
C -0.004578 -0.057494 3.153791 0.76 0.41 0.11 -0.516
P -1.410293 0.281053 4.326308 -0.47 -1.68 0.32 0.123
C -0.817827 1.008833 5.925928 -0.04 1.62 -0.67 -0.632
C -0.210723 2.429042 5.745274 -0.21 -0.01 0.23 -0.910
C -2.533162 1.586186 3.625003 0.47 -0.16 0.38 -0.425
N -2.085933 2.757027 3.141061 0.49 -0.54 0.20 0.753
C -2.907598 3.680539 2.661767 0.68 1.76 -0.73 -0.486
C -4.241922 3.508286 2.645815 -1.37 -1.03 0.26 -1.043
C -4.789890 2.304590 3.128087 -0.38 0.26 0.17 0.532
C -6.309433 2.183327 3.079083 0.17 0.29 0.08 -0.883
C -7.019485 1.901850 4.436643 0.16 -0.96 -0.25 -0.588
O -7.591187 0.596539 4.410150 -0.29 0.16 0.00 -0.470
C -3.899790 1.333103 3.625901 0.71 -0.45 0.25 0.621
P -4.609723 -0.282391 4.261987 -2.37 -0.49 0.08 0.428
O -4.007586 -1.538330 3.361698 0.71 0.95 0.26 -0.488
O -3.997363 -0.416198 5.794087 0.51 -0.14 -1.02 -0.405
H 2.146189 -0.356702 3.170715 -0.17 0.11 0.02 0.308
H 1.544864 0.123958 4.737531 -0.14 0.18 -0.13 0.299
H 1.682909 1.318308 3.391927 -0.01 -0.10 0.31 0.107
H -0.024748 -1.141256 2.992264 -0.34 0.17 0.17 0.529
H -0.164384 0.374737 2.156703 -0.08 0.08 0.25 0.404
H -1.726126 1.144814 6.526936 0.09 -0.39 -0.10 0.381
H -0.173248 0.327627 6.484607 -0.02 -0.11 -0.40 0.465
H -1.034456 3.146881 5.630345 0.18 -0.07 0.11 0.338
H 0.419226 2.532135 4.854133 0.11 -0.18 0.25 -0.048
H 0.364154 2.748511 6.620835 -0.04 -0.05 -0.18 0.440
H -1.078061 2.900510 3.173279 -0.09 0.24 -0.36 -0.144
H -2.491687 4.611945 2.284136 0.27 -0.28 0.08 0.527
H -4.940212 4.248205 2.274215 0.42 0.18 -0.06 0.424
H -6.694590 3.129934 2.680419 0.12 -0.20 -0.02 0.334
H -6.556362 1.414838 2.336785 -0.16 -0.04 0.35 0.441
H -6.262736 1.920659 5.234026 -0.26 0.24 0.01 0.279
H -7.816595 2.620887 4.643658 0.39 0.21 -0.11 0.443
H -8.512146 0.640043 4.688734 0.10 0.07 -0.01 0.302
H -3.868923 -1.272028 2.441231 0.09 -0.25 0.06 0.327
H -4.436758 -1.204608 6.148295 0.05 0.21 0.31 0.314
C 2.526809 4.768541 0.801803 -0.25 -0.18 -0.07 -1.114
C 3.478055 5.697940 0.976717 0.04 -0.34 -0.37 0.121
C 3.361228 6.747135 2.044296 -0.25 0.22 0.33 1.020
O 4.257317 7.553371 2.172542 0.14 -0.12 -0.22 -0.604
C 2.162003 6.744285 2.877293 0.21 -0.07 0.15 -0.602
C 1.221580 5.819463 2.694034 0.10 0.19 0.23 0.264
C 1.352310 4.758290 1.645926 0.37 -0.14 -0.43 1.020
O 0.467466 3.913038 1.524974 -0.39 0.18 0.63 -0.603
O 0.100904 5.787273 3.437549 -0.01 -0.16 -0.16 -0.630
O 4.570781 5.744372 0.224949 -0.08 0.28 0.36 -0.562
H 2.597328 4.003548 0.040473 0.08 -0.02 0.03 0.623
H 2.077190 7.513214 3.630595 -0.02 0.02 -0.03 0.431
H -0.402960 5.030691 3.101355 0.01 0.01 -0.06 0.163
H 5.093207 6.501670 0.554445 0.07 -0.01 -0.06 0.359
C 3.399021 -0.360434 -0.181597 -0.05 0.24 0.03 -0.803
C 3.947974 -1.575169 -0.046234 -0.51 0.05 -0.02 0.020
C 5.437770 -1.767537 -0.028628 0.53 0.24 -0.06 0.890
O 5.874731 -2.891748 0.116336 -0.31 -0.14 0.01 -0.611
C 6.284500 -0.593065 -0.190350 -0.04 -0.18 0.04 -0.908
C 5.733532 0.619558 -0.328991 0.53 -0.05 -0.02 0.318
C 4.246066 0.812220 -0.320033 -0.43 -0.29 0.02 0.952
O 3.801965 1.941870 -0.431581 0.23 0.19 -0.02 -0.618
O 6.467444 1.721353 -0.481675 -0.46 0.01 0.03 -0.589
O 3.215215 -2.677849 0.081662 0.43 -0.01 0.02 -0.632
H 2.328617 -0.207766 -0.194501 -0.01 -0.06 -0.05 0.812
H 7.354553 -0.745456 -0.193046 0.00 0.02 0.00 0.446
H 5.833437 2.459188 -0.558509 0.06 0.06 -0.01 0.326
H 3.853472 -3.413480 0.164438 -0.03 -0.05 0.01 0.368
C -0.233761 0.639860 -3.329369 0.11 -0.15 0.12 -1.178
C -0.368989 1.386877 -4.432563 -0.32 0.09 0.42 0.435
C 0.492003 1.167339 -5.642841 0.40 -0.30 -0.26 0.940
O 0.308809 1.865770 -6.619289 -0.23 0.19 0.16 -0.609
C 1.510497 0.127066 -5.581399 -0.05 0.12 -0.08 -0.797
C 1.644856 -0.615198 -4.476861 0.29 -0.02 -0.39 0.219
C 0.767479 -0.413385 -3.279463 -0.40 0.25 0.17 1.261
O 0.930948 -1.135444 -2.311831 0.24 -0.12 -0.04 -0.677
O 2.563645 -1.580054 -4.371504 -0.35 0.34 0.38 -0.565
O -1.268897 2.362857 -4.525389 0.27 -0.09 -0.32 -0.584
H -0.848837 0.786821 -2.452947 -0.02 0.01 -0.02 0.471
H 2.136390 -0.010970 -6.452216 0.00 -0.01 0.01 0.470
H 2.446523 -1.961010 -3.479710 0.04 -0.09 -0.02 0.257
H -1.160570 2.740583 -5.420021 -0.05 0.03 -0.01 0.363
C -0.493202 -5.729561 -5.538751 0.11 0.25 -0.02 -0.988
C -0.030684 -6.976327 -5.351101 -0.60 -0.02 -0.02 0.377
C 1.446987 -7.261377 -5.286243 0.37 0.27 -0.05 0.880
O 1.818995 -8.404544 -5.094950 -0.17 -0.06 -0.01 -0.551
C 2.369831 -6.152631 -5.459852 -0.02 -0.23 0.07 -1.016
C 1.902009 -4.911780 -5.651096 0.53 -0.09 -0.06 0.306
C 0.429759 -4.620550 -5.688694 -0.60 -0.23 0.01 1.247
O 0.071686 -3.465293 -5.845376 0.32 0.15 0.03 -0.603
O 2.702031 -3.864424 -5.816508 -0.39 -0.27 -0.12 -0.591
O -0.847863 -8.012072 -5.212781 0.72 0.11 0.01 -0.546
H -1.550072 -5.508718 -5.584857 -0.01 -0.05 0.01 0.454
H 3.427587 -6.373210 -5.428480 0.00 0.02 -0.01 0.479
H 2.111477 -3.096285 -5.930128 0.11 0.12 0.07 0.210
H -0.291902 -8.811444 -5.087607 -0.29 -0.20 0.02 0.343
C -0.792978 -12.980238 -4.512844 0.01 0.25 -0.03 -1.120
C -0.329477 -14.223485 -4.326851 -0.53 0.07 -0.02 0.338
C 1.141879 -14.514845 -4.263029 0.58 0.20 -0.04 1.063
O 1.497501 -15.662187 -4.073066 -0.32 -0.12 0.01 -0.608
C 2.068179 -13.407943 -4.436317 -0.10 -0.20 0.04 -0.810
C 1.607943 -12.162660 -4.626181 0.58 -0.01 -0.01 0.375
C 0.132191 -11.871407 -4.662624 -0.34 -0.28 0.03 0.805
O -0.239389 -10.720693 -4.819483 0.16 0.10 -0.02 -0.527
O 2.428685 -11.128896 -4.790116 -0.69 -0.08 0.01 -0.544
O -1.137544 -15.268947 -4.186906 0.42 -0.04 0.02 -0.563
H -1.849942 -12.758676 -4.558270 0.00 -0.03 0.01 0.442
H 3.124708 -13.632964 -4.405496 0.01 0.04 0.00 0.453
H 1.872966 -10.330448 -4.908939 0.27 0.15 0.01 0.346
H -0.553492 -16.042713 -4.065251 -0.03 -0.04 0.01 0.355
C -2.612711 10.397628 0.951158 -0.15 0.02 0.11 -0.890
C -1.427146 9.802104 0.770003 -0.25 0.21 -0.39 0.257
C -0.666858 9.196804 1.913819 -0.02 -0.03 0.51 1.055
O 0.398409 8.649966 1.683039 -0.11 0.15 -0.36 -0.547
C -1.236919 9.293503 3.247680 0.17 -0.11 -0.14 -0.997
C -2.421647 9.892720 3.430947 0.28 -0.18 0.43 0.397
C -3.195918 10.475003 2.283315 -0.02 0.14 -0.56 0.896
O -4.273323 10.987722 2.512052 0.01 -0.08 0.32 -0.603
O -2.981553 10.006865 4.631176 -0.21 0.12 -0.37 -0.576
O -0.854096 9.709683 -0.429164 0.17 -0.20 0.36 -0.573
H -3.170552 10.835236 0.135229 0.02 0.00 -0.01 0.432
H -0.671806 8.868556 4.065490 -0.03 0.01 0.02 0.475
H -3.826901 10.475902 4.488568 -0.01 0.03 0.06 0.359
H -0.011217 9.239087 -0.288552 0.03 0.03 -0.07 0.338
```
Positions in Å, forces in eV/Å.

Results
LUMO = -3.8401 eV
Spin multiplicity = 1
Net charge = +1
Frontier orbital gap = 6.702 eV